No. 1
Density functional theory data (ωB97M-V with the def2-TZVPD basis set) for a molecular structure, C24H35N8OPdS.

```
70
Properties=species:S:1:pos:R:3
Pd -1.4335 -0.3944 1.2386
N 3.3076 -0.7168 3.4921
C 1.8446 -0.4040 3.2296
C 1.6565 1.1071 3.2878
C 0.1821 1.4756 3.1258
N -0.2588 1.2189 1.7220
C -0.6946 0.7663 4.1527
C -0.4937 -0.7454 4.1908
N -1.1733 -1.3914 3.0250
C 0.9903 -1.1254 4.2683
H 3.9132 -0.2564 2.8061
H 3.5017 -1.7215 3.4524
H 3.5937 -0.3877 4.4199
H 1.6552 -0.7832 2.2231
H 2.2488 1.6072 2.5155
H 1.9900 1.4778 4.2624
H 0.0963 2.5492 3.2948
H 0.5378 1.2420 1.0804
H -0.8123 2.0110 1.3971
H -1.7475 0.9991 3.9785
H -0.4569 1.1708 5.1388
H -0.9622 -1.1347 5.0957
H -2.1456 -1.5753 3.2737
H -0.7816 -2.3161 2.8533
H 1.1059 -2.2107 4.1940
H 1.3342 -0.8419 5.2682
C 0.0497 -0.7705 -1.7659
C -0.7848 0.4296 -1.5057
N -1.6702 0.5666 -0.5345
C -2.2295 1.8367 -0.6528
C -1.6305 2.4720 -1.6814
N -0.7328 1.5708 -2.2287
C 0.4390 1.9592 -2.9806
N 1.5642 2.0989 -2.0525
N 1.4099 1.9026 -0.7323
N 2.5524 1.9677 -0.1452
C 3.5112 2.2387 -1.0939
C 4.8955 2.4357 -0.9797
C 5.5841 2.6805 -2.1391
C 4.9337 2.7372 -3.3956
C 3.5791 2.5578 -3.5281
C 2.8828 2.3060 -2.3399
H -0.4386 -1.6494 -1.3483
H 1.0410 -0.6610 -1.3215
H 0.1729 -0.9337 -2.8363
H -3.0303 2.1714 -0.0149
H -1.7792 3.4545 -2.0965
H 0.2382 2.9065 -3.4783
H 0.6878 1.2106 -3.7324
H 5.3937 2.4093 -0.0204
H 6.6524 2.8439 -2.1031
H 5.5272 2.9385 -4.2771
H 3.0916 2.6206 -4.4914
C -4.9027 -3.0815 0.3282
S -3.8352 -1.7423 -0.1522
O -2.6075 -1.9733 0.7870
C -3.3334 -2.2447 -1.7622
C -2.6516 -3.4391 -1.9738
C -2.2932 -3.7768 -3.2676
C -2.6288 -2.9362 -4.3264
C -3.3126 -1.7496 -4.1013
C -3.6640 -1.3894 -2.8068
H -4.3540 -4.0206 0.2866
H -5.7404 -3.0925 -0.3691
H -5.2586 -2.8758 1.3357
H -2.4028 -4.0942 -1.1479
H -1.7713 -4.7049 -3.4576
H -2.3659 -3.2198 -5.3369
H -3.5844 -1.1115 -4.9312
H -4.2018 -0.4684 -2.6147
```

Computed properties:
* net charge: +3
* lowest unoccupied orbital energy: -8.193 eV
* energy above the lowest of the compared OMol25 structures with the same formula, charge and spin: 7.2 kJ/mol
* F_max: 0.22 eV/Å

=====

No. 2
Density functional theory data (ωB97M-V with the def2-TZVPD basis set) for a molecular structure, C24H35O2OsSb2.

```
64
Properties=species:S:1:pos:R:3
Os 0.5578 0.2313 -0.2347
C 0.8429 0.6877 4.1147
Sb -0.0217 -0.0685 2.2879
C -2.0557 0.5750 2.6017
C -0.1209 -2.2005 2.8663
C -1.5185 -2.6719 2.9503
C -2.2158 -2.4445 4.1382
C -3.5313 -2.8346 4.2910
C -4.1732 -3.4856 3.2473
C -3.5007 -3.7121 2.0627
C -2.1743 -3.3138 1.8837
C -1.5128 -3.5728 0.5861
Sb -1.4740 -1.7838 -0.7235
C -1.5981 -2.7933 -2.6321
C -3.5647 -1.3248 -0.4406
H 1.7787 0.1774 4.3216
H 0.1488 0.5088 4.9293
H 1.0281 1.7541 4.0340
H -2.6126 -0.1651 3.1753
H -2.5206 0.7314 1.6317
H -2.0446 1.5199 3.1404
H 0.3593 -2.2459 3.8410
H 0.4748 -2.7534 2.1438
H -1.6967 -1.9524 4.9519
H -4.0479 -2.6418 5.2183
H -5.1936 -3.8128 3.3621
H -4.0054 -4.2238 1.2576
H -2.0610 -4.3166 0.0131
H -0.4821 -3.9007 0.6978
H -2.4776 -3.4252 -2.6670
H -0.7081 -3.3956 -2.7812
H -1.6559 -2.0538 -3.4230
H -4.1413 -2.1851 -0.7732
H -3.8331 -0.4469 -1.0204
H -3.7580 -1.1457 0.6139
C -1.6840 3.4087 -1.7218
C -0.8251 2.2755 -1.2430
O 0.3896 2.2159 -1.5345
O -1.3374 1.3669 -0.5147
H -1.1709 3.9584 -2.5046
H -1.8948 4.0808 -0.8908
H -2.6339 3.0201 -2.0777
C 4.1013 -1.3434 0.5914
C 3.5542 -0.3252 -0.4272
C 3.5336 1.0561 0.2515
C 2.1948 -0.7522 -0.8807
C 4.3543 -0.2615 -1.7295
C 4.0297 0.7122 -2.6761
C 4.7919 0.8703 -3.8181
C 5.8694 0.0324 -4.0602
C 6.1671 -0.9701 -3.1514
C 5.4056 -1.1299 -2.0074
H 3.4458 -1.3463 1.4652
H 5.1055 -1.0766 0.9146
H 4.1096 -2.3477 0.1795
H 2.9528 1.0071 1.1806
H 3.0883 1.8076 -0.3979
H 4.5402 1.3784 0.5033
H 2.2135 -1.7622 -1.3118
H 3.1694 1.3466 -2.5278
H 4.5286 1.6390 -4.5295
H 6.4627 0.1492 -4.9553
H 6.9912 -1.6456 -3.3370
H 5.6646 -1.9299 -1.3341
```

Computed properties:
* net charge: +1
* lowest unoccupied orbital energy (spin up / spin down): -4.119 / -4.211 eV
* F_max: 4.42 eV/Å

=====

No. 3
Density functional theory data (ωB97M-V with the def2-TZVPD basis set) for 12 unconnected molecules or ions with the total composition C24H36BBrClFN12O3P.

```
80
Properties=species:S:1:pos:R:3
O -5.9653 -2.1852 -1.9898
P -5.6627 -1.0208 -2.8816
B -5.5437 0.7686 -2.0693
Cl -4.4088 1.7944 -3.1749
Br -4.7693 0.6292 -0.2247
C -6.9495 1.5869 -2.0241
O -7.1825 2.5529 -1.3676
N -8.0579 1.1416 -2.9584
C -9.2610 0.8133 -2.3850
O -10.3058 1.3292 -2.4776
F -9.1001 -0.3017 -1.6388
H -6.6338 -0.8779 -3.8934
H -4.5036 -1.1822 -3.6640
H -8.2419 1.8907 -3.6246
C -1.1476 0.5111 -1.7243
C -1.8501 -0.7278 -1.4257
N -2.5099 -1.6561 -1.2657
H -0.8582 0.5142 -2.7745
H -1.8251 1.3443 -1.5365
H -0.2558 0.6038 -1.1058
C -2.3918 2.2901 -6.8458
C -3.5285 1.4278 -6.5563
N -4.4183 0.7390 -6.3235
H -2.2616 2.3893 -7.9223
H -2.5579 3.2753 -6.4121
H -1.4868 1.8649 -6.4146
C -7.7962 -4.9544 -2.5672
C -7.8506 -5.4998 -3.9159
N -7.8893 -5.9358 -4.9811
H -7.3175 -3.9690 -2.5602
H -8.8056 -4.8701 -2.1673
H -7.2130 -5.6176 -1.9300
C -2.6604 -2.0665 2.1776
C -1.8400 -0.8689 2.1074
N -1.2069 0.0862 1.9991
H -3.7114 -1.7805 2.1933
H -2.4845 -2.6716 1.2888
H -2.4166 -2.6381 3.0719
C 1.3894 1.6300 2.0361
C 1.8992 0.9707 0.8467
N 2.2837 0.4533 -0.1079
H 1.3277 2.7025 1.8548
H 0.3941 1.2501 2.2678
H 2.0599 1.4433 2.8730
C 4.3228 3.4635 4.6711
C 3.6818 2.1936 4.9693
N 3.1536 1.1950 5.1872
H 4.6918 3.4558 3.6458
H 3.6006 4.2721 4.7787
H 5.1542 3.6220 5.3567
C 6.3959 1.3391 0.1280
C 5.4104 2.2162 0.7390
N 4.6274 2.9053 1.2240
H 6.3794 1.4567 -0.9547
H 7.3894 1.5913 0.4954
H 6.1758 0.3020 0.3771
C 4.5966 -0.5206 -2.6273
C 5.9164 -0.5581 -3.2376
N 6.9697 -0.5898 -3.7029
H 4.0504 0.3578 -2.9674
H 4.0347 -1.4133 -2.8915
H 4.6812 -0.4797 -1.5435
C 5.4263 -4.7194 -2.0383
C 4.2921 -3.9192 -1.5946
N 3.3913 -3.2893 -1.2531
H 5.1463 -5.7711 -2.0659
H 5.7344 -4.4056 -3.0346
H 6.2630 -4.5906 -1.3538
C 5.7200 5.3002 8.2679
C 6.4060 4.1221 7.7543
N 6.9393 3.1914 7.3386
H 4.7326 5.0224 8.6330
H 6.2922 5.7348 9.0857
H 5.6129 6.0409 7.4770
C 3.0132 -2.1193 4.6718
C 2.1482 -3.1001 5.3129
N 1.4637 -3.8707 5.8249
H 4.0369 -2.4913 4.6572
H 2.6827 -1.9464 3.6482
H 2.9822 -1.1765 5.2154
```

Computed properties:
* net charge: -1
* lowest unoccupied orbital energy: 1.356 eV
* F_max: 2.26 eV/Å

=====

No. 4
Density functional theory data (ωB97M-V with the def2-TZVPD basis set) for a molecular structure, C24H36CaNO21.

```
83
Properties=species:S:1:pos:R:3
Ca -0.1221 0.2562 0.6645
N 1.0380 0.9268 3.2361
O 1.4279 0.0717 2.4416
O 0.0976 1.5374 2.7357
O 1.5330 1.1609 4.3052
C -6.6789 1.1936 2.2547
C -5.4061 1.9892 1.9410
C -4.5050 2.2024 3.1095
O -3.3843 1.3832 2.7308
C -3.4989 0.9312 1.5164
O -2.6303 0.3085 0.9691
O -4.6106 1.2794 1.0340
H -6.5489 0.5505 3.1251
H -7.2130 0.7114 1.4360
H -7.4134 1.8987 2.6437
H -5.6646 2.9202 1.4365
H -4.8127 1.7656 4.0596
H -4.2028 3.2298 3.3125
C 1.8170 -5.0910 3.6492
C 1.3931 -4.2760 2.3947
C 0.4149 -4.9621 1.4673
O -0.4041 -3.8940 1.1715
C -0.2462 -2.8805 1.9360
O -0.7842 -1.7688 1.7913
O 0.6096 -3.2226 2.8523
H 2.4232 -4.5312 4.3614
H 2.3606 -6.0033 3.4033
H 0.8775 -5.4751 4.0466
H 2.2374 -3.7880 1.9076
H -0.1330 -5.6824 2.0747
H 1.0122 -5.4046 0.6701
C 3.9863 -4.6724 -1.7664
C 4.0538 -3.1941 -1.3537
C 3.8913 -2.1872 -2.5045
O 2.8059 -1.3551 -2.0924
C 2.3617 -1.7933 -0.9461
O 1.4807 -1.2824 -0.3152
O 2.8793 -2.9692 -0.7135
H 3.0810 -4.8117 -2.3574
H 3.8988 -5.3326 -0.9035
H 4.8719 -4.9603 -2.3328
H 4.9958 -3.1505 -0.8071
H 3.7972 -2.6395 -3.4918
H 4.8008 -1.5870 -2.4775
C -1.8050 6.4894 -0.5403
C -1.1997 5.8686 0.8000
C -2.2415 5.2941 1.7879
O -1.9373 3.8948 1.7579
C -1.1168 3.5995 0.7147
O -0.8561 2.4932 0.2544
O -0.5694 4.7063 0.3253
H -2.3928 5.8071 -1.1543
H -1.0198 7.0216 -1.0773
H -2.5017 7.2941 -0.3055
H -0.4707 6.5069 1.2992
H -3.2547 5.5124 1.4507
H -2.0718 5.6953 2.7871
C 3.7936 4.1294 -3.5699
C 3.6980 3.8892 -2.0029
C 2.8154 4.8260 -1.2217
O 2.1507 3.9881 -0.3016
C 2.2864 2.6799 -0.6776
O 1.8281 1.6551 -0.1334
O 3.0454 2.6321 -1.7828
H 2.7834 3.9263 -3.9254
H 4.3993 3.4881 -4.2101
H 3.9458 5.1713 -3.8515
H 4.6969 3.9275 -1.5683
H 2.0565 5.3646 -1.7892
H 3.4513 5.4953 -0.6422
C -0.2093 -5.1117 -2.7328
C -0.8135 -3.7620 -3.3073
C -2.3621 -3.6242 -3.0853
O -2.5736 -2.5440 -2.2223
C -1.3843 -2.0625 -1.7858
O -1.2633 -1.1359 -0.9898
O -0.3260 -2.7841 -2.3859
H 0.8804 -5.1321 -2.7208
H -0.5902 -5.9974 -3.2413
H -0.5620 -5.1301 -1.7016
H -0.5065 -3.4433 -4.3034
H -2.7151 -4.5255 -2.5841
H -2.9750 -3.5052 -3.9788
```

Computed properties:
* net charge: +1
* lowest unoccupied orbital energy: -1.442 eV
* energy above the lowest of the compared OMol25 structures with the same formula, charge and spin: 112.9 kJ/mol
* F_max: 5.30 eV/Å

=====

No. 5
Density functional theory data (ωB97M-V with the def2-TZVPD basis set) for 3 unconnected molecules or ions with the total composition C24H36F3N3O6S.

```
73
Properties=species:S:1:pos:R:3
O 2.9359 -1.4961 -1.4615
C 3.9257 -1.0237 -0.8532
O 4.7568 0.0007 -1.3922
C 5.1488 0.8672 -0.2883
C 6.3296 1.8871 -0.6357
C 6.0728 2.7897 -1.9304
C 4.8177 3.7728 -1.8198
C 3.4040 3.0534 -1.9967
C 3.0312 2.2884 -3.1473
N 3.9358 2.1397 -4.3145
C 4.2928 0.8788 -4.3739
S 5.3221 -0.4272 -4.5069
C 1.5707 1.6076 -3.1011
O 0.9395 1.3019 -4.1370
C 0.9606 1.2848 -1.6481
C -0.0962 0.1031 -1.3889
C -1.3914 0.6209 -0.5486
C -1.2507 0.3963 1.0159
F -1.0741 -0.9231 1.5533
C -1.2838 1.4386 1.9960
F -0.2209 1.4681 2.9555
F -2.2897 2.4154 2.0743
C 1.3435 2.0527 -0.5115
C 2.3709 3.2325 -0.7718
O 2.3950 4.2527 -0.0288
H 4.1188 -1.4576 0.1966
H 4.1971 1.4429 0.0317
H 5.4464 0.2145 0.5989
H 6.5523 2.4768 0.3162
H 7.2569 1.2392 -0.8736
H 6.0727 2.1317 -2.8724
H 7.0052 3.4638 -2.0438
H 4.8627 4.6333 -2.5829
H 4.8598 4.2706 -0.7840
H 0.3858 -0.7640 -0.8014
H -0.4794 -0.3460 -2.3710
H -1.5102 1.7371 -0.8115
H -2.3039 0.0329 -0.9035
H 0.9812 1.8695 0.5484
C -3.0562 0.1479 4.4494
O -4.3112 -0.2561 4.9711
C -4.3887 -0.2536 6.3926
C -4.6651 1.1316 7.0127
C -3.4436 2.0464 7.0308
N -5.7654 1.8205 6.3262
H -2.2238 -0.1663 5.0853
H -3.0405 1.2310 4.3083
H -2.9336 -0.3118 3.4663
H -5.2316 -0.9075 6.6409
H -3.4966 -0.7199 6.8297
H -4.9609 0.9689 8.0550
H -3.2243 2.4737 6.0506
H -3.6092 2.8856 7.7120
H -2.5558 1.5093 7.3761
H -6.6052 1.2491 6.4012
H -5.5545 1.8082 5.3282
C -0.2809 -3.5323 -2.7077
O -1.5431 -2.8822 -2.7081
C -2.2421 -2.9527 -3.9474
C -3.0083 -4.2725 -4.1722
C -2.1077 -5.4420 -4.5599
N -3.7941 -4.6487 -2.9899
H 0.2238 -3.4565 -3.6747
H -0.4000 -4.5794 -2.4208
H 0.3465 -3.0553 -1.9515
H -2.9753 -2.1393 -3.9167
H -1.5687 -2.7300 -4.7846
H -3.7008 -4.1095 -5.0052
H -1.5574 -5.8483 -3.7094
H -2.7057 -6.2604 -4.9702
H -1.3846 -5.1441 -5.3244
H -4.4625 -3.9059 -2.7926
H -3.1645 -4.6251 -2.1876
```

Computed properties:
* SMILES: O=COCCCCC1=C(N=C=S)C(=O)C(CCC(F)=C(F)F)=CC1=O.COC[C@@H](C)N.COC[C@@H](C)N
* net charge: 0
* lowest unoccupied orbital energy: -1.454 eV
* F_max: 5.95 eV/Å

=====

No. 6
Density functional theory data (ωB97M-V with the def2-TZVPD basis set) for C24H36N4O4S in the gas phase.

```
69
Properties=species:S:1:pos:R:3
C -0.5270 3.4395 6.3445
C -0.7552 4.7166 5.5416
N -1.8214 4.5443 4.5694
C -2.5625 5.7674 4.3033
C -3.6414 5.9945 5.3576
C -1.3974 3.8607 3.3636
C -2.5388 2.9966 2.8058
N -2.1305 2.2778 1.6271
C -2.4506 2.6858 0.3901
O -3.1758 3.6389 0.1462
C -1.8685 1.8589 -0.7163
C -2.2440 2.2093 -1.9774
N -1.8337 1.6056 -3.1069
C -2.3074 2.0791 -4.3871
C -0.9713 0.5357 -3.0262
C -0.5129 -0.1332 -4.1722
C 0.3448 -1.2038 -4.0583
C 0.7614 -1.6356 -2.8056
S 1.8352 -3.0738 -2.6913
O 0.9951 -4.2280 -2.5570
O 2.7349 -3.0112 -3.8104
N 2.6411 -2.8239 -1.2767
C 3.8021 -1.9738 -1.3265
C 2.4127 -3.7195 -0.1592
C 2.4332 -2.9831 1.1807
C 2.0693 -3.9516 2.3033
C 3.0379 -5.1301 2.3316
C 3.0380 -5.8544 0.9884
C 3.3999 -4.8908 -0.1380
C 0.3286 -0.9965 -1.6747
C -0.5336 0.1000 -1.7601
C -0.9519 0.7589 -0.5122
O -0.5293 0.3783 0.5803
H -0.1818 2.6288 5.7086
H 0.2193 3.6129 7.1161
H -1.4576 3.1337 6.8142
H -1.0519 5.5084 6.2317
H 0.1877 5.0313 5.0610
H -1.8928 6.6431 4.2580
H -3.0442 5.6723 3.3289
H -3.2056 6.1299 6.3440
H -4.3046 5.1348 5.3917
H -4.2221 6.8802 5.1123
H -1.0621 4.5623 2.5812
H -0.5580 3.2044 3.6024
H -2.8583 2.2889 3.5743
H -3.3856 3.6256 2.5245
H -1.4651 1.5134 1.7122
H -2.9266 3.0432 -2.0799
H -1.4723 2.4082 -5.0082
H -2.9772 2.9213 -4.2301
H -2.8532 1.2915 -4.9099
H -0.8274 0.1827 -5.1530
H 0.7125 -1.7218 -4.9295
H 4.6906 -2.4856 -0.9540
H 3.9666 -1.7139 -2.3701
H 3.6416 -1.0602 -0.7467
H 1.4114 -4.1245 -0.3335
H 1.7281 -2.1500 1.1646
H 3.4313 -2.5789 1.3604
H 2.0909 -3.4277 3.2610
H 1.0540 -4.3211 2.1456
H 2.7555 -5.8228 3.1268
H 4.0452 -4.7663 2.5480
H 2.0465 -6.2702 0.7990
H 3.7505 -6.6814 1.0105
H 4.4156 -4.5190 0.0151
H 3.3616 -5.3982 -1.1035
H 0.6448 -1.3207 -0.6960
```

Computed properties:
* SMILES: CCN(CC)CCNC(=O)c1cn(C)c2ccc(S(=O)(=O)N(C)C3CCCCC3)cc2c1=O
* net charge: 0
* lowest unoccupied orbital energy: -0.094 eV
* energy above the lowest of the compared OMol25 structures with the same formula, charge and spin: 0.1 kJ/mol
* F_max: 1.24 eV/Å